[1]
DFT (the ωB97M-V functional and the def2-TZVPD basis) results for C5H10N2 in the gas phase.

Cartesian coordinates (Å):
C  0.17  0.54  -1.28
C  0.53  -0.34  -0.11
C  -0.15  0.98  0.11
C  -0.11  -1.68  0.12
C  -1.58  1.09  0.59
N  1.95  -0.29  0.26
N  2.60  0.70  0.29
H  0.99  1.03  -1.79
H  -0.64  0.23  -1.92
H  -0.12  -1.92  1.19
H  0.45  -2.46  -0.40
H  -1.13  -1.70  -0.25
H  -2.25  0.51  -0.04
H  -1.89  2.13  0.58
H  -1.67  0.73  1.62
H  2.31  -1.26  0.50
H  0.52  1.72  0.53

The LUMO energy comes out at 0.0350 hartree. Its total energy is -305.918152 Ha. For the HOMO energy, the calculation gives -7.91 eV. The calculation puts the orbital gap at 0.32579 Eh. The energy above the lowest of the compared OMol25 structures with the same formula, charge and spin is 277.5 kJ/mol. The charge is 0.

[2]
DFT (the ωB97M-V functional and the def2-TZVPD basis) results for C5H10N2 in the gas phase.

Cartesian coordinates (Å):
C  1.38  0.56  -0.37
C  -0.16  -1.13  0.30
C  -1.28  -0.53  -0.73
C  0.12  1.13  0.33
C  -0.24  -0.02  1.31
H  1.49  0.88  -1.49
H  2.32  1.06  0.11
H  1.18  -1.46  -1.19
H  -0.33  -2.09  0.77
H  -1.29  -1.02  -1.68
H  -2.22  -0.56  -0.13
H  -1.81  1.15  -0.11
H  0.30  2.24  0.31
H  -1.22  0.11  1.76
H  0.34  -0.29  2.13
N  1.30  -0.91  -0.23
N  -0.96  0.89  -0.56

The LUMO energy comes out at 0.0356 hartree. Its total energy is -305.926980 Ha. For the HOMO energy, the calculation gives -8.77 eV. The calculation puts the orbital gap at 0.35791 Eh. The energy above the lowest of the compared OMol25 structures with the same formula, charge and spin is 254.3 kJ/mol. The charge is 0. Its SMILES is C1N[C@@H]2CN[C@H]1C2.

[3]
DFT (the ωB97M-V functional and the def2-TZVPD basis) results for a gas-phase ion, C5H10N2 (charge +2).

Cartesian coordinates (Å):
C  -1.44  0.32  0.06
C  0.66  -0.14  1.05
C  1.13  -0.16  -1.40
C  1.06  -0.09  -2.79
C  -1.29  0.09  2.33
N  1.35  -0.28  -0.12
N  -0.68  -0.02  1.04
H  -0.97  0.50  -1.02
H  1.12  -0.41  1.94
H  -2.45  0.47  0.27
H  1.99  -0.55  -3.03
H  1.06  0.97  -3.21
H  0.25  -0.73  -3.14
H  -1.50  -0.90  2.52
H  -2.14  0.65  2.33
H  -0.61  0.48  3.07
H  2.46  -0.20  0.10

The LUMO energy (spin up / spin down) comes out at -0.3659 / -0.4232 hartree. Its total energy is -305.129205 Ha. For the HOMO energy (spin up / spin down), the calculation gives -18.59 / -18.32 eV. The calculation puts the orbital gap (spin up / spin down) at 0.31738 / 0.24997 Eh. The energy above the lowest of the compared OMol25 structures with the same formula, charge and spin is 470.8 kJ/mol. The charge is +2.

[4]
DFT (the ωB97M-V functional and the def2-TZVPD basis) results for a gas-phase ion, C5H10N2 (charge +2).

Cartesian coordinates (Å):
C  -0.75  0.43  0.02
C  -0.30  1.92  2.13
C  0.97  -1.69  0.65
C  -0.17  -1.43  -1.50
C  -0.07  1.64  -0.38
N  0.21  -0.96  -0.16
N  -0.44  1.44  0.97
H  0.28  2.86  2.29
H  -0.90  1.52  2.84
H  1.57  -2.48  0.46
H  1.06  -1.59  1.75
H  -0.70  -2.35  -1.40
H  0.79  -1.62  -2.15
H  -0.79  -0.73  -2.03
H  1.01  1.65  -0.85
H  -0.56  2.31  -0.93
H  -1.87  0.25  -0.21

The LUMO energy comes out at -0.3669 hartree. Its total energy is -305.174152 Ha. For the HOMO energy, the calculation gives -21.01 eV. The calculation puts the orbital gap at 0.40532 Eh. The energy above the lowest of the compared OMol25 structures with the same formula, charge and spin is 352.8 kJ/mol. The charge is +2. Its SMILES is C=[N+](C)[C@@H]1C[N+]1=C.

[5]
DFT (the ωB97M-V functional and the def2-TZVPD basis) results for a gas-phase ion, C5H10N2O (charge -1).

Cartesian coordinates (Å):
O  0.87  -0.15  1.79
C  -0.36  0.09  1.31
C  -0.93  -1.16  0.55
C  0.05  -1.47  -0.57
C  1.02  -0.38  -1.11
N  -0.70  1.31  0.59
C  0.20  1.80  -0.56
N  0.32  0.79  -1.54
H  -1.09  0.18  2.20
H  -1.05  -2.06  1.16
H  -1.85  -0.76  0.10
H  -0.43  -1.88  -1.48
H  0.74  -2.27  -0.31
H  1.83  -0.10  -0.42
H  1.46  -0.87  -1.99
H  -0.72  2.01  1.32
H  1.12  2.30  -0.20
H  -0.48  2.61  -0.85

The LUMO energy (spin up / spin down) comes out at 0.1596 / 0.1341 hartree. As for the expectation value of S²: 0.7548. Its total energy is -381.172040 Ha. For the HOMO energy (spin up / spin down), the calculation gives -2.49 / -2.47 eV. The calculation puts the orbital gap (spin up / spin down) at 0.25106 / 0.22472 Eh. The energy above the lowest of the compared OMol25 structures with the same formula, charge and spin is 179.9 kJ/mol. The charge is -1. As for the multiplicity: 2.

[6]
DFT (the ωB97M-V functional and the def2-TZVPD basis) results for C5H10N2O in the gas phase.

Cartesian coordinates (Å):
C  1.84  -1.36  0.71
C  2.10  -0.42  -0.46
C  0.72  1.32  0.21
C  -0.49  0.84  -0.18
C  -1.04  -0.33  -0.67
H  2.40  -1.41  1.69
H  2.06  -2.28  0.14
H  0.78  -1.54  0.96
H  1.29  -0.66  -1.19
H  3.18  -0.37  -0.91
H  0.89  2.28  0.79
H  -1.26  1.42  0.35
H  -0.66  -1.03  -1.50
H  -3.04  1.00  0.60
H  -3.87  -0.50  0.57
N  -2.24  -0.61  -0.43
N  -2.96  -0.08  0.58
O  1.98  0.95  -0.02

The LUMO energy comes out at 0.0366 hartree. Its total energy is -381.133643 Ha. For the HOMO energy, the calculation gives -8.09 eV. The calculation puts the orbital gap at 0.33378 Eh. The energy above the lowest of the compared OMol25 structures with the same formula, charge and spin is 398.5 kJ/mol. The charge is 0. Its SMILES is CCO/C=C\C=N/N.

[7]
DFT (the ωB97M-V functional and the def2-TZVPD basis) results for 2 unconnected molecules or ions with the total composition C5H10N2O.

Cartesian coordinates (Å):
C  2.26  0.06  -0.77
C  -1.07  0.60  -1.80
C  -1.73  -0.80  1.22
C  -0.22  0.21  -0.87
N  -2.14  -1.18  2.42
N  3.03  1.13  -0.15
C  0.86  -0.10  -0.21
O  -2.76  -0.62  0.40
H  -3.13  -1.23  2.67
H  -1.47  -1.38  3.14
H  3.07  1.00  0.86
H  2.57  2.03  -0.32
H  2.21  0.25  -1.84
H  2.81  -0.87  -0.61
H  0.79  -0.46  0.81
H  -2.37  -0.21  -0.43
H  -1.38  -0.07  -2.59
H  -1.32  1.65  -1.94

The LUMO energy comes out at 0.0338 hartree. Its total energy is -381.145501 Ha. For the HOMO energy, the calculation gives -8.31 eV. The calculation puts the orbital gap at 0.33921 Eh. The energy above the lowest of the compared OMol25 structures with the same formula, charge and spin is 367.4 kJ/mol. The charge is 0.

[8]
DFT (the ωB97M-V functional and the def2-TZVPD basis) results for C5H10N2O in the gas phase.

Cartesian coordinates (Å):
O  -0.81  2.53  -0.12
C  -0.46  2.09  0.95
C  0.57  0.94  1.04
C  0.21  -0.43  0.56
C  0.23  -0.57  -0.98
C  -0.52  -1.50  -1.59
N  -0.86  -1.73  -2.91
N  0.97  0.89  2.49
H  -0.83  2.57  1.88
H  1.33  1.19  0.31
H  -0.68  -1.11  0.91
H  0.84  -1.18  1.00
H  0.88  0.10  -1.60
H  -1.11  -2.22  -0.91
H  -1.87  -1.66  -3.14
H  -0.47  -1.20  -3.62
H  1.74  1.38  2.81
H  0.82  -0.11  2.94

The LUMO energy comes out at 0.0396 hartree. Its total energy is -381.173841 Ha. For the HOMO energy, the calculation gives -8.22 eV. The calculation puts the orbital gap at 0.34149 Eh. The energy above the lowest of the compared OMol25 structures with the same formula, charge and spin is 293.0 kJ/mol. The charge is 0. Its SMILES is N/C=C/C[C@H](N)C=O.

[9]
DFT (the ωB97M-V functional and the def2-TZVPD basis) results for C5H10N2O in the gas phase.

Cartesian coordinates (Å):
C  0.11  0.75  -0.47
C  -1.28  0.84  -1.09
C  -2.39  0.47  -0.14
C  -3.28  1.31  0.38
N  0.36  -0.62  -0.04
C  1.70  -0.90  0.41
N  2.75  -0.53  -0.36
O  1.85  -1.56  1.42
H  0.14  1.58  0.24
H  0.83  1.08  -1.23
H  -1.37  0.18  -1.96
H  -1.48  1.85  -1.48
H  -2.44  -0.60  0.08
H  -3.11  2.38  0.33
H  -4.02  1.01  1.12
H  -0.08  -0.72  0.89
H  3.57  -1.09  -0.19
H  2.76  0.06  -1.16

The LUMO energy comes out at 0.0295 hartree. Its total energy is -381.257814 Ha. For the HOMO energy, the calculation gives -9.71 eV. The calculation puts the orbital gap at 0.38618 Eh. The energy above the lowest of the compared OMol25 structures with the same formula, charge and spin is 72.5 kJ/mol. The charge is 0. Its SMILES is C=CCCNC(N)=O.

[10]
DFT (the ωB97M-V functional and the def2-TZVPD basis) results for a molecular structure, C5H10N2O.

Cartesian coordinates (Å):
C  -1.32  -0.45  0.02
C  0.31  -0.79  -0.23
C  1.49  -0.10  -1.13
C  2.37  -0.05  0.33
C  1.02  -0.53  1.09
H  0.12  2.03  0.64
H  0.05  1.38  -1.10
H  -2.60  1.16  0.02
H  0.24  -1.83  -0.67
H  1.36  1.06  -1.16
H  2.01  -0.83  -1.87
H  3.15  -0.82  0.11
H  2.78  0.95  0.22
H  1.03  -1.33  2.04
H  0.81  0.45  1.47
N  -0.48  1.97  -0.08
N  -1.58  0.87  0.27
O  -2.22  -1.32  -0.19

The LUMO energy comes out at 0.0243 hartree. Its total energy is -381.039016 Ha. For the HOMO energy, the calculation gives -9.35 eV. The calculation puts the orbital gap at 0.36787 Eh. The energy above the lowest of the compared OMol25 structures with the same formula, charge and spin is 647.0 kJ/mol. The charge is 0.

[11]
DFT (the ωB97M-V functional and the def2-TZVPD basis) results for a molecular structure, C5H10N2O.

Cartesian coordinates (Å):
C  -1.40  0.61  0.80
C  -2.73  0.30  1.39
C  -1.10  0.40  -0.50
N  0.08  0.26  -1.15
H  -0.61  0.90  1.49
H  -1.94  0.13  -1.16
H  -3.49  0.19  0.62
H  -2.70  -0.64  1.96
H  -3.04  1.09  2.07
C  2.30  -1.40  -0.97
C  1.46  -0.53  -0.06
N  1.49  1.08  -0.62
O  1.24  -0.81  1.10
H  1.30  1.72  0.15
H  1.66  1.53  -1.51
H  3.36  -1.33  -0.73
H  1.96  -2.42  -0.88
H  2.15  -1.08  -2.00

The LUMO energy comes out at 0.0255 hartree. Its total energy is -381.114550 Ha. For the HOMO energy, the calculation gives -7.69 eV. The calculation puts the orbital gap at 0.30801 Eh. The energy above the lowest of the compared OMol25 structures with the same formula, charge and spin is 448.7 kJ/mol. The charge is 0.

[12]
DFT (the ωB97M-V functional and the def2-TZVPD basis) results for 3 unconnected molecules or ions with the total composition C5H10N2O.

Cartesian coordinates (Å):
C  1.35  -1.18  -1.36
N  -1.32  0.72  -1.65
O  0.31  -0.44  -0.81
H  -1.52  -0.21  -2.01
H  -0.49  1.04  -2.13
H  0.98  -1.81  -2.18
H  1.73  -1.86  -0.58
H  2.18  -0.57  -1.76
C  0.77  0.89  1.64
C  -0.40  0.18  1.01
C  -1.43  0.89  0.36
C  -0.69  -1.13  1.50
N  -0.88  -2.19  1.90
H  0.54  1.16  2.67
H  0.99  1.80  1.09
H  1.66  0.25  1.64
H  -2.43  0.49  0.38
H  -1.35  1.97  0.31

The LUMO energy (spin up / spin down) comes out at -0.0351 / -0.0528 hartree. Its total energy is -381.042752 Ha. For the HOMO energy (spin up / spin down), the calculation gives -8.50 / -8.87 eV. The calculation puts the orbital gap (spin up / spin down) at 0.27742 / 0.27310 Eh. The energy above the lowest of the compared OMol25 structures with the same formula, charge and spin is 637.2 kJ/mol. The charge is 0.

[13]
DFT (the ωB97M-V functional and the def2-TZVPD basis) results for C5H10N2O in the gas phase.

Cartesian coordinates (Å):
C  2.16  0.93  -0.29
C  1.01  -1.23  0.42
C  -0.30  0.89  0.10
C  -1.96  0.17  -0.34
C  0.89  0.24  0.11
N  -2.50  -1.01  -0.68
O  -0.35  2.24  -0.07
N  -1.50  0.32  0.91
H  -1.24  2.45  -0.38
H  -2.59  -1.79  -0.02
H  -2.90  -1.12  -1.59
H  -1.40  -0.51  1.51
H  2.64  0.40  -1.11
H  1.97  1.96  -0.60
H  1.85  -1.41  1.10
H  0.15  -1.69  0.90
H  1.21  -1.79  -0.49
H  2.87  0.96  0.54

The LUMO energy comes out at 0.0335 hartree. Its total energy is -381.157872 Ha. For the HOMO energy, the calculation gives -7.36 eV. The calculation puts the orbital gap at 0.30406 Eh. The energy above the lowest of the compared OMol25 structures with the same formula, charge and spin is 334.9 kJ/mol. The charge is 0.